[1]
117
Properties=species:S:1:pos:R:3:lowdin_spin:R:1 method="wB97M-V/def2-TZVPD" charge=+1 homo_lumo_gap_ev="5.40 / 5.40" spin_multiplicity=2 homo_energy_ha="-0.3413 / -0.3413" s_squared=0.7526
Ti -2.6785 -3.5182 -0.0609 0.9141
O -0.5265 1.9725 -1.9025 0.0000
S 0.6349 2.1297 -0.9565 0.0000
C 0.5530 3.8340 -0.4014 0.0000
C 1.2238 4.8141 -1.0587 0.0000
C 1.1067 6.1258 -0.5582 0.0000
C 0.3021 6.4021 0.5250 0.0000
C -0.4604 5.3655 1.1135 0.0000
C -0.3582 4.0506 0.6341 0.0000
P -1.4817 2.8181 1.3844 0.0000
C -3.1339 3.4161 0.9018 0.0000
C -3.6665 4.6158 1.2727 0.0000
C -4.9838 4.9846 0.8456 0.0000
C -5.7597 4.1484 0.0530 0.0000
C -5.1940 2.9140 -0.3305 0.0000
C -3.8627 2.5973 0.0479 0.0000
C -1.3010 3.3101 3.1081 0.0000
C -2.3029 3.1017 4.0957 0.0000
C -1.9786 3.2640 5.4584 0.0000
C -0.7354 3.7756 5.8947 0.0000
C 0.2622 4.0250 4.9106 0.0000
C -0.0078 3.7399 3.5853 0.0000
C 2.1272 2.0951 -1.9680 0.0000
C 1.7787 2.3139 -3.3050 0.0000
C 2.7795 2.3881 -4.2942 0.0000
C 4.0982 2.1661 -3.9586 0.0000
C 4.4486 1.9870 -2.6306 0.0000
C 3.4598 1.8879 -1.6038 0.0000
P 3.8101 1.2754 0.0452 0.0000
C 5.2653 0.2414 -0.3544 0.0000
C 4.9957 -0.8739 -1.1044 0.0000
C 6.0194 -1.6394 -1.6339 0.0000
C 7.3393 -1.2268 -1.4341 0.0000
C 7.5923 -0.0665 -0.6573 0.0000
C 6.5458 0.6215 -0.0363 0.0000
C 4.4053 2.7526 0.9370 0.0000
C 4.4028 4.0695 0.4463 0.0000
C 4.7161 5.1334 1.2869 0.0000
C 5.1143 4.8955 2.5943 0.0000
C 5.2827 3.5639 3.0409 0.0000
C 4.8148 2.5232 2.2526 0.0000
H 1.8121 4.5782 -1.9766 0.0000
H 1.6164 6.9465 -1.0787 0.0000
H 0.3289 7.3709 1.0014 0.0000
H -1.1254 5.5503 1.9043 0.0000
H -3.1478 5.2879 1.9223 0.0000
H -5.4060 5.9157 1.1323 0.0000
H -6.7598 4.4265 -0.2021 0.0000
H -5.7469 2.2339 -0.9084 0.0000
H -3.4443 1.6619 -0.3500 0.0000
H -3.2946 2.8702 3.7567 0.0000
H -2.8070 3.0620 6.1636 0.0000
H -0.6227 4.0272 6.9226 0.0000
H 1.1952 4.5103 5.1790 0.0000
H 0.8095 3.8573 2.8776 0.0000
H 0.7266 2.4331 -3.5430 0.0000
H 2.5555 2.6626 -5.3378 0.0000
H 4.8954 2.3480 -4.6870 0.0000
H 5.5259 2.1447 -2.3418 0.0000
H 3.9122 -1.1870 -1.1985 0.0000
H 5.8039 -2.5261 -2.2581 0.0000
H 8.1931 -1.6737 -1.9485 0.0000
H 8.6077 0.3787 -0.5498 0.0000
H 6.7031 1.3879 0.6976 0.0000
H 4.0658 4.2291 -0.5799 0.0000
H 4.6861 6.1672 0.9289 0.0000
H 5.3533 5.7268 3.2507 0.0000
H 5.7673 3.3185 3.9780 0.0000
H 4.8091 1.4876 2.6245 0.0000
I -0.6795 -6.6609 5.8167 -0.0005
C -1.3456 -5.4294 4.2474 -0.0022
C -2.0329 -4.2341 4.4726 0.0017
C -2.0414 -3.2475 3.4638 -0.0017
I -2.7222 -1.3189 3.6884 -0.0007
C -1.5722 -3.5868 2.2078 0.0022
O -1.6083 -2.7481 1.1881 -0.0126
C -0.8122 -4.7986 1.9733 -0.0009
C -0.0413 -4.8916 0.7128 0.0020
N -0.8770 -4.9121 -0.5103 0.0091
C -1.4253 -6.2624 -0.9813 0.0013
C -2.9131 -6.3314 -1.0103 0.0011
C -3.6306 -7.2758 -1.7217 -0.0001
C -5.0189 -7.3246 -1.7327 0.0003
C -5.7237 -6.4910 -0.8180 0.0002
C -4.9586 -5.6335 -0.0135 0.0022
N -3.6424 -5.4038 -0.1997 0.0039
C -0.7475 -5.7089 3.0217 0.0016
H -2.5953 -4.0796 5.3966 0.0001
H 0.6693 -5.7157 0.6869 0.0001
H 0.5627 -3.9580 0.6313 0.0001
H -0.3325 -4.4259 -1.2480 0.0028
H -1.0147 -7.0854 -0.3632 0.0001
H -1.0411 -6.3992 -2.0288 0.0000
H -2.9851 -7.9602 -2.3011 0.0000
H -5.5452 -7.9996 -2.4076 0.0000
H -6.7745 -6.6441 -0.5933 0.0000
H -5.4162 -5.1557 0.8729 0.0002
H -0.2273 -6.6444 2.8524 0.0001
O -5.3179 -0.6763 -0.6421 -0.0001
C -4.4589 -1.5254 -0.8135 0.0092
O -4.2468 -2.5251 0.1237 0.0372
C -3.5355 -1.7548 -1.9701 0.0063
C -3.8888 -1.7768 -3.3449 0.0007
C -2.9453 -2.2102 -4.3030 0.0041
C -1.6126 -2.5219 -3.9415 0.0012
C -0.5198 -2.9668 -4.7684 0.0004
C 0.8039 -2.8794 -4.3436 0.0005
C 1.0747 -2.6058 -2.9888 0.0011
C 0.0539 -2.2998 -2.1256 0.0007
C -1.2701 -2.2632 -2.5667 0.0068
N -2.3050 -2.1870 -1.6001 0.0069
H -4.9213 -1.5112 -3.6773 0.0002
H -3.2775 -2.2577 -5.3124 0.0002
H -0.7531 -3.2794 -5.7785 0.0000
H 1.5646 -3.1052 -5.1054 0.0000
H 2.1296 -2.6011 -2.6035 0.0001
H 0.2586 -1.9169 -1.1056 0.0001


[2]
114
Properties=species:S:1:pos:R:3:mulliken_charge:R:1 method="wB97M-V/def2-TZVPD" charge=+3 homo_lumo_gap_ev=4.06 homo_energy_ha=-0.5338
Au -0.3587 -0.4039 0.1533 1.2867
F 3.2206 2.8938 0.8901 -0.4836
Ge 1.7065 1.9686 0.7193 1.4905
C 2.4582 0.3956 1.7669 -0.5760
C 3.0236 0.7844 2.9663 -0.4138
C 3.6290 -0.1550 3.7867 -1.0598
C 3.6991 -1.4767 3.3859 -1.1300
C 3.1528 -1.8689 2.1763 -0.3383
C 2.5150 -0.9328 1.3687 0.9078
P 1.9017 -1.2592 -0.3060 1.5832
C 1.8533 -3.0362 -0.6287 1.1743
C 1.4145 -3.9374 0.3439 -0.7177
C 1.4610 -5.2971 0.0933 -0.8816
C 1.9019 -5.7626 -1.1383 -0.8280
C 2.2760 -4.8665 -2.1311 -0.8938
C 2.2521 -3.5064 -1.8836 -0.8242
C 3.3947 -0.6809 -1.1958 1.1464
C 4.5415 -1.4297 -0.9129 -1.0767
C 5.7672 -0.9980 -1.3796 -0.8465
C 5.8681 0.1719 -2.1177 -0.8611
C 4.7286 0.9030 -2.4075 -1.2575
C 3.4912 0.4797 -1.9476 0.1605
C 0.6115 2.9058 2.0901 -0.6721
C 0.9042 4.2213 2.4199 -0.4171
C 0.2766 4.8382 3.4903 -0.9666
C -0.6364 4.1284 4.2552 -1.0397
C -0.9498 2.8204 3.9316 -0.0687
C -0.3298 2.2048 2.8382 -0.0057
P -0.7523 0.4875 2.4433 0.3031
C 0.0153 -0.5714 3.6957 1.0441
C 0.4620 -0.0413 4.9031 -1.0115
C 0.9367 -0.8946 5.8835 -0.6909
C 0.9859 -2.2622 5.6614 -1.0036
C 0.5555 -2.7887 4.4515 -1.0086
C 0.0746 -1.9447 3.4675 0.4168
C -2.5198 0.3545 2.7947 1.0788
C -3.0735 -0.8841 3.1244 -0.6772
C -4.4011 -0.9567 3.5040 -0.6274
C -5.1764 0.1953 3.5497 -0.8784
C -4.6489 1.4120 3.1396 -0.8502
C -3.3315 1.4904 2.7329 -0.5003
C 1.1427 2.7109 -1.1607 0.4551
C 1.9174 3.8157 -1.4411 -0.6052
C 2.0400 4.5079 -2.6782 -1.0365
C 1.0583 4.7438 -3.5681 -0.7469
C -0.6405 2.9791 -3.0003 -0.5745
C 0.1456 2.1951 -1.9784 0.2968
P 0.2254 0.6811 -3.0650 0.3932
C -1.2292 -0.4455 -3.2044 1.5404
C -2.5261 0.0301 -3.3782 -1.0663
C -3.5435 -0.8518 -3.6917 -0.6724
C -3.2622 -2.1944 -3.8959 -0.7591
C -1.9661 -2.6629 -3.7470 -0.5681
C -0.9468 -1.7973 -3.3876 -0.9278
C -0.4695 1.9931 -4.1099 -0.3390
C -0.8336 2.0817 -5.4215 -0.2018
C -1.4396 3.1948 -6.0065 -0.2200
C -1.7130 4.4660 -5.4545 -0.5105
C -1.2776 5.0341 -4.3005 -1.0600
C -0.3744 4.4742 -3.2455 0.4879
H 3.0108 1.8248 3.2579 0.6860
H 4.0551 0.1557 4.7274 0.5006
H 4.2008 -2.2030 4.0060 0.4677
H 3.2463 -2.8938 1.8508 0.5646
H 1.0645 -3.5730 1.2996 0.2686
H 1.1659 -5.9988 0.8595 0.5243
H 1.9468 -6.8242 -1.3254 0.4621
H 2.6024 -5.2319 -3.0927 0.5062
H 2.5712 -2.8061 -2.6447 0.6009
H 4.4721 -2.3409 -0.3338 0.4003
H 6.6504 -1.5780 -1.1594 0.4838
H 6.8318 0.5099 -2.4676 0.4463
H 4.8013 1.8083 -2.9904 0.5099
H 2.6099 1.0547 -2.1950 0.3012
H 1.6478 4.7561 1.8465 0.4986
H 0.5100 5.8648 3.7280 0.4776
H -1.1115 4.5947 5.1066 0.4849
H -1.6700 2.2776 4.5292 0.7175
H 0.4258 1.0224 5.0852 0.3360
H 1.2615 -0.4903 6.8306 0.5033
H 1.3632 -2.9205 6.4296 0.4500
H 0.5937 -3.8561 4.2868 0.5310
H -0.2694 -2.3392 2.5161 0.1681
H -2.4613 -1.7757 3.1261 0.3579
H -4.8300 -1.9036 3.7963 0.5104
H -6.1964 0.1360 3.8946 0.4588
H -5.2647 2.2980 3.1231 0.4901
H -2.9375 2.4320 2.3797 0.7599
H 2.6857 4.0776 -0.7286 0.6390
H 3.0349 4.8805 -2.8899 0.5518
H 1.2743 5.2162 -4.5153 0.5218
H -1.7016 2.9159 -2.6971 0.4809
H -2.7571 1.0796 -3.2778 0.4588
H -4.5510 -0.4791 -3.8053 0.5026
H -4.0532 -2.8653 -4.1923 0.4900
H -1.7451 -3.7028 -3.9299 0.5324
H 0.0659 -2.1630 -3.2749 0.4977
H -0.6576 1.2270 -6.0632 0.5376
H -1.7379 3.0753 -7.0397 0.4862
H -2.2928 5.1115 -6.1017 0.4568
H -1.5466 6.0675 -4.1418 0.5588
H -0.6017 4.9855 -2.2999 0.6356
O -5.6943 -3.9168 -0.1840 -0.5274
C -4.5527 -3.2826 -0.3430 0.4320
C -3.2943 -3.8938 -0.4627 -0.6891
C -2.1743 -3.0957 -0.5026 -0.7158
N -2.2166 -1.7639 -0.4522 1.2835
C -3.4153 -1.1917 -0.4265 -0.0812
Br -3.4133 0.6979 -0.4183 0.0458
C -4.5980 -1.8793 -0.3797 -1.0848
H -5.6191 -4.8814 -0.1331 0.3613
H -3.2039 -4.9674 -0.5287 0.4947
H -1.1831 -3.5210 -0.5698 0.1595
H -5.5545 -1.3867 -0.3552 0.6339


The following energy above the lowest of the compared OMol25 structures with the same formula, charge and spin values (in eV) correspond, in order, to the records above: 4.3729 0.0000.
The following electronic energy values (in Ha) correspond, in order, to the records above: -5266.07895 -8315.45379.